(1)
Molecular formula: C4H9NO4S2
Method: DFT, the ωB97M-V functional and the def2-TZVPD basis

**Energy relative to the best compared isomer or geometry (same formula, charge and spin)**: 50.8 kcal/mol
**E**: -35640.8180 eV
**E_HOMO**: 0.426 eV

Structure (ORCA input):
```
! wB97M-V def2-TZVPD RIJCOSX def2/J DEFGRID3
* xyz -2 1
S 2.49085 -0.62122 0.30271
S 0.16671 0.95449 -0.02691
O 0.70522 2.37439 -0.17004
O -0.00431 0.31113 -1.33850
O 3.17200 -1.32819 1.43513
O 3.42548 0.17655 -0.49738
N 1.18112 -0.08938 0.92993
C 1.92359 -2.01466 -0.82378
C -1.34600 1.15515 0.87211
C -2.23974 1.83374 -0.20319
C -1.78036 -0.25241 0.99088
H 1.16333 -1.56647 -1.51728
H -1.69823 2.72151 -0.66115
H -1.63504 -0.98548 0.18732
H -3.19821 2.34834 0.18190
H 2.76982 -2.46473 -1.39349
H 1.50332 -2.75354 -0.12728
H -1.39869 -0.77847 1.97592
H -2.38210 1.23054 -1.10928
H -2.81877 -0.25130 0.99239
*
```



(2)
Molecular formula: C24H48O24
Method: DFT, the ωB97M-V functional and the def2-TZVPD basis

**Structure (SMILES)**: COC(=O)OC.COC(=O)OC.COC(=O)OC.COC(=O)OC.COC(=O)OC.COC(=O)OC.COC(=O)OC.COC(=O)OC
**Energy relative to the best compared isomer or geometry (same formula, charge and spin)**: 35.0 kcal/mol
**E**: -74805.2289 eV
**E_HOMO**: -10.802 eV

Structure (ORCA input):
```
! wB97M-V def2-TZVPD RIJCOSX def2/J DEFGRID3
* xyz 0 1
O -1.64922 -2.21314 -0.59262
O -1.94121 0.16771 2.82944
O 0.57388 -3.22053 -7.05618
O 1.90609 4.91946 2.26353
O 0.34399 -2.05636 -5.12869
O -2.67221 -2.48662 1.39972
O 2.00291 4.16415 4.38333
O -4.66559 1.28225 -5.92795
O -3.66654 -1.35072 -0.11128
O 1.58143 0.23198 1.50816
O -3.00911 1.79121 3.97365
O 6.17466 4.15556 5.03400
O -2.27124 -0.10408 4.93390
O 1.00088 -0.48618 -0.42316
O 0.07057 4.54132 3.26822
O -3.62624 0.39683 -4.13475
O 2.42206 -6.74382 -2.72168
O 1.32379 -5.30738 -1.56824
O -5.77734 0.51515 -4.15548
O -1.41405 -2.74090 -6.15280
O 4.70178 2.60030 5.13846
O 1.11327 1.74674 -0.10692
O 5.21462 3.66689 7.02628
O 2.63753 -4.55943 -3.25291
C -0.09158 -2.72303 -6.17730
C -1.97679 0.94033 1.63341
C -2.15609 -3.31387 -7.20048
C -1.50661 -2.97805 2.04478
C 6.68601 5.38518 5.51912
C 3.32343 4.90039 2.15808
C 5.37137 3.49800 5.85471
C -4.68043 0.77636 -4.83690
C -2.47328 0.72591 3.90734
C 2.13098 -5.43441 -2.60563
C 3.72820 1.84210 5.81140
C -0.72756 4.09077 4.34701
C -7.01031 0.79460 -4.76573
C 1.73710 -2.04730 -4.85965
C -2.62302 0.43670 6.19577
C 1.67663 1.24524 2.47698
C 1.22994 0.60915 0.27753
C 3.03075 -7.14635 -3.92123
C -2.35500 0.62443 -4.71389
C -2.59952 -2.08399 0.13762
C 0.87459 -3.98035 -1.32707
C 0.66772 -0.33755 -1.82428
C -3.81527 -0.86412 -1.45466
C 1.38104 4.52187 3.41463
H 3.82829 5.71362 2.67373
H 7.63594 5.28749 6.04123
H 2.52568 1.14421 3.14473
H -3.69698 0.64150 6.25429
H -3.66297 -1.69098 -2.14711
H 2.34770 -7.29800 -4.75774
H -0.39759 4.48485 5.30600
H -1.16507 -2.12830 2.64371
H 0.31024 -3.94912 -0.40203
H -3.05110 -0.13509 -1.72628
H 2.15874 -1.21619 -5.43577
H -1.58985 -4.11559 -7.66776
H 3.98054 1.47701 6.80472
H -2.97302 0.91679 1.19218
H -1.77770 -3.79692 2.70613
H -2.05403 1.35520 6.33871
H 3.60586 0.95280 5.18665
H 0.23926 -3.62505 -2.13956
H -1.88998 -0.26590 -5.12323
H 0.76357 1.38253 3.05938
H 2.29766 -2.94052 -5.11159
H -7.06067 0.53121 -5.82640
H -0.62649 -3.30191 1.48999
H 1.42080 0.32575 -2.24766
H 1.95030 -1.76301 -3.83375
H -3.11130 -3.65231 -6.80444
H -7.20670 1.86704 -4.74161
H -0.30871 0.13233 -1.94553
H 1.87632 2.24603 2.08404
H -1.67674 1.96635 1.85389
H 3.56111 -8.08673 -3.75757
H -1.67230 0.98070 -3.92683
H 1.65005 -3.21817 -1.22423
H -1.76963 4.31709 4.14221
H -7.85414 0.24708 -4.35317
H 3.59797 4.74556 1.11930
H 2.72106 2.26160 5.81837
H 3.83759 -6.48052 -4.23865
H -2.46802 -2.62448 -7.98946
H 6.79083 6.06356 4.67515
H -2.32492 1.55820 -5.27803
H 3.67474 3.98317 2.64951
H 5.98119 5.86432 6.20087
H 0.61529 -1.37234 -2.13533
H -4.79828 -0.40926 -1.43230
H -0.70537 2.99870 4.38799
H -1.24486 0.51173 0.95321
H -2.48128 -0.27842 7.00251
*
```



(3)
Molecular formula: C37H67Br2FN7O8P3
Method: DFT, the ωB97M-V functional and the def2-TZVPD basis

**Structure (SMILES)**: CCNc1c(Br)c(CC(=O)Br)c(CCCCCCCCOC)c2c1C(=O)C([PH2]=O)=C(CC(=O)F)C2=O.CN(C)P(=O)(N(C)C)N(C)C.CN(C)P(=O)(N(C)C)N(C)C
**Energy relative to the best compared isomer or geometry (same formula, charge and spin)**: 0.0 kcal/mol
**E**: -236928.7615 eV
**E_HOMO**: -8.291 eV

Structure (ORCA input):
```
! wB97M-V def2-TZVPD RIJCOSX def2/J DEFGRID3
* xyz 0 1
Br 6.08056 -0.52196 2.51613
Br 4.72298 -4.42145 4.11024
P 2.94331 -4.62455 -4.01889
P -5.80173 2.22933 1.18247
P 4.22528 3.13200 -3.48639
F -0.56602 -1.62152 -3.35854
O -5.43947 0.75547 1.30662
O 2.59068 -5.76142 -1.16883
O 4.32369 -4.31884 -4.52026
O 0.31960 -2.11799 -5.34232
O 1.00268 -0.81685 -0.99515
O -6.27443 -3.21335 0.25016
O 4.52149 1.63513 -3.47671
O 4.84147 0.51119 4.70351
N -6.54418 2.28888 2.75087
N 3.74263 4.82813 -3.63505
N 3.53388 3.11222 -1.89364
N 5.89447 3.59201 -3.37067
N 4.05424 -5.68788 1.40207
N -6.34970 3.88837 0.89886
N -4.15684 2.77301 1.32492
C 2.90457 -3.77610 0.21968
C 2.79587 -7.92324 1.33772
C 2.31973 5.10806 -3.31775
C 0.50921 -1.78906 -4.22510
C -1.01298 -1.87937 1.45948
C -6.15104 4.27365 -0.52276
C -6.03970 3.09567 3.84731
C 6.43796 4.80855 -2.79053
C -7.79342 4.12556 1.14864
C -6.59304 -3.82082 -0.99626
C 2.06942 -0.14987 1.65380
C 1.91512 -1.56680 -3.60228
C 2.51446 -3.75430 -2.42140
C -3.23258 -2.82519 2.54074
C 4.10483 3.81673 -0.75895
C 2.56943 -1.61270 1.52743
C -7.03074 1.02177 3.29811
C -4.97415 -3.63315 0.72783
C 3.77393 -3.55479 2.63865
C -0.14833 -1.28339 2.64955
C 1.73191 -1.77980 -0.96031
C 3.25956 -2.19076 2.70428
C -3.68849 4.04942 1.83744
C 2.67939 -4.55069 -1.08793
C 6.71338 3.21245 -4.52410
C 4.68863 -0.37483 3.93573
C 3.01054 1.83293 -1.42369
C 3.56305 -4.31836 1.39379
C -1.83614 -3.16506 1.90544
C -4.34344 -2.42548 1.50624
C 3.91139 5.30406 -5.03312
C 2.40302 -2.36644 0.29919
C 0.61869 0.03642 2.26949
C 2.07458 -2.47803 -2.31810
C 3.49894 -1.40341 4.02041
C -3.27904 2.35374 0.23043
C 2.91030 -6.49975 1.98581
H -6.72127 3.06291 4.70114
H 2.75810 -1.81952 -4.30040
H 1.93645 -4.20170 -4.95186
H 2.71696 -6.01189 -3.76602
H 7.77547 3.19976 -4.26664
H 4.95702 5.29342 -5.33945
H -0.39597 -2.15852 0.57395
H 3.57951 6.33839 -5.13538
H 3.02649 -6.49822 3.09560
H 1.97553 -5.93644 1.69062
H 2.05798 -0.48365 -3.33638
H 0.48182 -2.06560 3.15178
H -1.20475 -3.78248 2.60618
H 4.19377 4.88659 -0.95528
H -3.16564 -2.06541 3.37315
H -6.21027 0.42105 3.71084
H -7.75770 1.19516 4.09664
H -2.22734 2.40699 0.52532
H 5.08073 3.40469 -0.47338
H 6.46866 2.20926 -4.87535
H -3.59300 -3.77058 3.04845
H -1.79310 -1.10976 1.18616
H 3.78082 -8.44250 1.24218
H 2.09658 4.98852 -2.26084
H 2.13884 0.38967 0.67484
H 0.01327 0.62054 1.51921
H 6.07324 5.00672 -1.78804
H -6.52236 5.28270 -0.70867
H -7.54358 0.43528 2.53666
H -3.88643 4.88956 1.15881
H 6.25465 5.70146 -3.40227
H -8.07248 5.13732 0.84166
H -8.41780 3.41212 0.60337
H 2.79722 0.37956 2.33558
H 2.45112 1.32548 -2.20810
H -6.09197 -3.31444 -1.87407
H 3.44728 3.75091 0.11193
H -2.60592 4.01675 1.99826
H -6.66478 3.58368 -1.19891
H 6.58000 3.89983 -5.36873
H -3.93233 -1.71443 0.74724
H -2.04059 -3.76296 0.97340
H -5.15172 -4.54674 1.35968
H -5.09544 4.28847 -0.79301
H -4.35022 -3.93616 -0.16411
H 3.71589 -2.05324 4.90471
H 3.81797 1.17108 -1.08153
H 2.11680 -8.54476 1.98926
H 1.64646 4.46188 -3.88818
H 2.31437 1.97410 -0.59244
H -4.09924 4.29869 2.81013
H -5.19666 -1.93115 2.05150
H 3.34543 4.68583 -5.73631
H 2.27250 -7.84434 0.34941
H 2.57521 -0.81378 4.24286
H -3.40936 2.97522 -0.66446
H 2.07626 6.14974 -3.54400
H -6.37124 -4.92413 -1.03738
H 0.70625 0.65461 3.19962
H -8.04905 4.06927 2.20340
H -5.98893 4.15202 3.57720
H 4.21744 -6.00232 0.44404
H -7.70505 -3.69762 -1.13205
H -0.91743 -0.98442 3.42431
H -5.05687 2.74774 4.18999
H -3.46689 1.31862 -0.05863
H 7.52251 4.71835 -2.67375
*
```